{
  "formula": "C23H64N2O10",
  "method": "ωB97M-V/def2-TZVPD",
  "elements": ["N", "H", "H", "H", "O", "C", "C", "H", "H", "H", "H", "C", "H", "C", "O", "H", "H", "C", "H", "H", "C", "H", "H", "H", "H", "O", "C", "C", "H", "H", "H", "C", "O", "C", "C", "H", "H", "N", "H", "H", "C", "H", "C", "H", "C", "H", "H", "O", "C", "H", "C", "C", "H", "H", "H", "H", "H", "H", "C", "O", "H", "H", "H", "H", "H", "H", "H", "H", "H", "H", "H", "C", "O", "O", "H", "C", "H", "H", "H", "C", "H", "H", "H", "O", "H", "H", "H", "C", "C", "H", "H", "H", "H", "H", "H", "O", "H", "H", "H"],
  "xyz": [[-8.6179, -3.6276, 3.1564], [3.5283, 3.2459, 2.1650], [-0.9591, -4.6594, -0.1326], [5.8592, 2.4630, -3.7168], [3.1369, 9.2626, -2.7832], [-3.0429, 0.1157, -4.0736], [-2.4422, 0.4993, -5.3982], [5.4188, -0.6735, -6.8555], [1.2915, 3.0699, 1.3359], [1.6554, 8.6947, -0.7694], [3.4901, 9.3571, -3.6708], [1.1950, -4.4643, -0.2779], [-10.3190, -2.7442, 3.8777], [1.9572, -1.6017, 6.1524], [6.2248, 0.8672, -5.0917], [0.0638, 8.7216, -1.5315], [6.5603, -1.6099, -3.8295], [3.0207, 7.0973, 6.3258], [-12.9037, -2.9970, 0.6932], [-2.4215, 0.4840, -3.2572], [1.5197, -0.5991, 7.2186], [-0.0941, -6.1040, -0.1129], [-3.1381, -0.9661, -3.9802], [8.1296, -6.0412, -4.6174], [1.4041, -3.4165, -0.0622], [4.7461, 6.6458, 4.6670], [-10.8651, -4.0829, 2.3072], [4.4813, 7.2516, 5.9264], [-5.7790, -2.7164, 4.8597], [-1.7474, 2.1585, -6.2082], [5.9130, -4.1559, -3.7043], [1.0731, 9.1301, -1.5815], [-10.8925, -2.9867, 1.3865], [-5.3671, -1.0207, 2.7114], [6.5083, -2.2738, -4.6924], [-5.9066, -3.6476, 3.3234], [3.0412, -1.7144, 6.1391], [5.1454, -2.2169, -5.2886], [4.1433, 0.9780, -5.4315], [-5.5796, -0.2166, 2.0069], [7.2222, -5.8459, -5.1888], [-4.9413, -0.6087, 3.6263], [4.8277, -0.9517, -5.9829], [0.4453, -0.4221, 7.1702], [-7.7756, -3.4543, 4.3355], [1.2002, -1.9285, 8.5893], [7.6570, -3.8186, -3.6490], [1.0820, -4.4070, -1.6631], [-0.0760, -5.1058, 0.3246], [2.0539, -5.0203, 0.0979], [4.8995, 0.2887, -5.0556], [-11.8728, -3.1380, 0.3684], [4.5831, 0.0303, -4.0451], [-11.8201, -4.3907, 2.7331], [1.8429, 7.7780, -3.1532], [1.8839, 1.5218, 0.5629], [2.8532, 7.7336, 7.1948], [-7.6731, -4.4166, 4.8371], [-6.3631, -2.8856, 3.9551], [3.2614, 2.4088, 1.7783], [-4.0899, 0.4003, -3.9697], [-3.0971, 0.1587, -6.2002], [0.9651, 10.2118, -1.5013], [-11.7087, -4.1211, -0.0728], [-0.2022, -5.0103, 1.4031], [2.3084, 7.5091, 5.6109], [7.3485, -6.4176, -6.1082], [-10.1414, -4.3799, 4.3648], [6.3542, -6.2280, -4.6514], [4.8594, 8.2711, 6.0029], [2.2934, 3.0361, -0.0723], [-10.0050, -3.7202, 3.5078], [-2.1791, 1.9005, -5.3905], [1.8340, -1.2278, 8.4195], [5.1575, -2.9689, -5.9628], [2.1260, 2.5357, 0.8815], [-8.1706, -2.7047, 5.0212], [-11.6198, -2.3878, -0.3808], [7.1660, 2.6830, -4.7503], [1.8015, 8.8389, -2.9062], [5.5051, 2.7672, -5.3917], [-8.4115, -2.8238, 2.5808], [-10.3762, -4.8841, 1.7530], [-6.5473, -1.7736, 3.0714], [-1.4650, 0.0171, -5.4225], [2.8027, 6.0708, 6.6205], [-4.6555, -1.6711, 2.2027], [6.1786, 2.2218, -4.7307], [6.7635, -3.7784, -4.2720], [1.7646, -3.8133, -1.9844], [1.3198, 9.2117, -3.8101], [2.0313, 0.3535, 7.0811], [7.2792, -1.9180, -5.3760], [3.7844, -1.0072, -6.2933], [5.0629, 6.8205, 6.7412], [6.9817, -4.4910, -5.5364], [1.5205, -2.5905, 6.2928], [1.6764, -1.2799, 5.1496], [5.0630, 7.3161, 4.0572]],
  "mulliken_charge": [-0.356, 0.290, 0.276, 0.311, -0.517, -1.103, -0.105, 0.321, 0.246, 0.261, 0.300, -0.155, 0.355, -0.938, -0.285, 0.339, 0.399, -0.919, 0.264, 0.291, -0.220, 0.264, 0.355, 0.287, 0.281, -0.503, -0.587, -0.280, 0.423, 0.296, 0.342, -0.961, -0.282, -0.722, -0.578, 0.332, 0.252, -0.347, 0.503, 0.243, -0.738, 0.273, -0.801, 0.233, -0.653, 0.303, 0.429, -0.526, -1.011, 0.231, -0.628, -0.734, 0.363, 0.381, 0.258, 0.200, 0.318, 0.360, -0.610, -0.508, 0.297, 0.271, 0.259, 0.319, 0.333, 0.283, 0.255, 0.486, 0.312, 0.323, 0.248, -0.685, -0.525, -0.514, 0.237, -0.476, 0.366, 0.232, 0.258, -0.255, 0.304, 0.289, 0.327, -0.313, 0.223, 0.254, 0.294, -0.774, -0.630, 0.305, 0.316, 0.265, 0.313, 0.461, 0.221, -0.313, 0.308, 0.312, 0.303],
  "homo_lumo_gap_ev": 8.821,
  "smiles": "COCCNCCOC.COCCNCCOC.CCO.CCO.CCO.CCO.CCO.CO",
  "homo_ev": -8.596,
  "lumo_ev": 0.23
}